1 | This record from the Open Molecules 2025 dataset describes one molecule with the formula C6H5NOS2. The level of theory is ωB97M-V with the def2-TZVPD basis set.

Positions of all 15 atoms, in Å:
S: -2.91493 -1.58543 -0.12026
S: -3.55403 1.30085 -0.75133
O: -3.78568 -0.66917 0.86288
N: -3.88579 0.66244 0.73470
C: 1.05802 -1.00249 -0.54699
C: -0.90335 -0.03690 1.09128
C: -1.26012 -0.96502 0.17600
C: -0.22934 -1.47309 -0.67320
C: 1.38975 -0.01010 0.40623
C: 0.40704 0.44780 1.22308
H: 2.34079 0.23825 0.71392
H: -0.59932 -2.27015 -1.26185
H: -4.22451 2.38863 -0.70174
H: 0.86584 1.17863 1.84767
H: 1.71888 -1.31056 -1.38189

Output
Kohn-Sham gap: 5.28 eV
spin multiplicity: 1
HOMO: -7.354 eV

---

2 | This record from the Open Molecules 2025 dataset describes one molecule with the formula C6H5NOS2. The level of theory is ωB97M-V with the def2-TZVPD basis set.

Positions of all 15 atoms, in Å:
S: -0.46830 -2.46741 0.51340
S: -1.38556 -1.43624 -2.90887
O: 0.41063 2.80050 -1.50453
N: -0.18879 1.78735 -1.57210
C: 1.57337 0.75029 1.49627
C: -0.63806 0.72299 -1.67413
C: 1.03516 -0.14053 0.65842
C: -1.26929 -1.00941 -0.16384
C: -0.32621 -0.72996 0.98163
C: -1.05943 -0.58778 -1.58199
H: 2.51143 1.38739 1.26697
H: 1.38606 -0.45913 -0.36992
H: -0.56586 -0.54610 2.02279
H: 1.25619 0.92217 2.43924
H: -2.27135 -0.99412 0.39668

Output
structure (SMILES): C=C[C@@H]1S[C@@H]1C(=S)C#[N+][O-]
Kohn-Sham gap: 7.50 eV
spin multiplicity: 1
HOMO: -9.191 eV

---

We find 2 to be the most stable, with the next structure 62.4 kcal/mol higher.

---

1 | This record from the Open Molecules 2025 dataset describes C5H11NOS as an isolated structure. The level of theory is ωB97M-V with the def2-TZVPD basis set.

Positions of all 19 atoms, in Å:
S: 0.96525 0.61037 2.53013
O: -1.13735 1.54802 0.74411
N: 1.14910 -0.45533 -1.54586
C: 0.00251 -0.44724 1.23277
C: -1.72601 -0.33093 -0.57817
C: 1.43565 -0.89665 1.51582
C: -0.44094 0.34192 0.09922
C: 0.46276 0.78259 -0.96139
H: 1.72392 -1.88281 2.01748
H: -0.85755 1.92717 1.98287
H: 1.89898 0.05733 -2.17224
H: 1.31707 1.51685 -0.74654
H: -2.74584 0.27093 -0.06644
H: -0.34565 1.13239 -1.86497
H: -1.58322 -1.70006 -0.22741
H: 0.61704 -0.83753 -2.34086
H: -1.05041 -0.85144 1.61607
H: -1.72224 -0.06748 -1.77490
H: 2.03691 -0.71811 0.54030

Output
Kohn-Sham gap: 9.21 eV
spin multiplicity: 1
HOMO: -8.839 eV

---

2 | This record from the Open Molecules 2025 dataset describes one molecule with the formula C5H11NOS. The level of theory is ωB97M-V with the def2-TZVPD basis set.

Positions of all 19 atoms, in Å:
S: 2.19476 -0.74194 0.36988
O: -3.58469 0.32602 -1.03550
N: -1.89563 0.93682 0.42812
C: 2.22528 -0.01017 1.98080
C: 0.34351 -1.32849 0.40732
C: -0.35698 -0.74455 -0.79165
C: -3.23153 0.83449 0.03283
C: -0.74331 0.76481 -0.56659
H: 1.61840 -0.65282 2.72993
H: -3.92004 1.52671 0.49579
H: -1.11573 1.01953 -1.62346
H: -1.77816 1.46018 1.17748
H: 3.20063 -0.11087 2.37918
H: 0.21846 1.38864 -0.42945
H: -1.23006 -1.43396 -0.94767
H: 0.44067 -2.44047 0.38369
H: -0.12034 -1.03203 1.30841
H: 1.89078 1.04060 1.89789
H: 0.35812 -0.87323 -1.57067

Output
structure (SMILES): CSCCCNC=O
Kohn-Sham gap: 9.39 eV
spin multiplicity: 1
HOMO: -8.618 eV

---

3 | This record from the Open Molecules 2025 dataset describes a 2-piece molecular cluster, C5H11NOS overall. The level of theory is ωB97M-V with the def2-TZVPD basis set.

Positions of all 19 atoms, in Å:
S: 0.45955 0.24502 0.39590
O: 0.63082 1.62629 0.69119
N: 0.42164 0.10957 -1.33544
C: -2.42026 0.70943 -1.00816
C: 2.29499 -1.83349 0.94240
C: 2.19573 -0.29255 0.92220
C: -2.26158 1.50107 0.27302
C: -3.38540 0.85214 0.05513
H: 3.09792 -2.15269 1.60507
H: 2.82009 0.08406 0.03282
H: 1.31427 -2.23797 1.04500
H: 0.45757 -0.86371 -1.72723
H: -4.18216 0.24686 0.37146
H: -2.46740 1.29328 -1.94372
H: 2.33772 0.15814 1.90081
H: -1.82098 -0.26820 -1.13701
H: -0.33523 0.60626 -1.80793
H: -1.79169 2.30886 0.79320
H: 2.63442 -2.09238 -0.06872

Output
Kohn-Sham gap: 9.25 eV
spin multiplicity: 1
HOMO: -8.463 eV

---

4 | This record from the Open Molecules 2025 dataset describes one molecule with the formula C5H11NOS. The level of theory is ωB97M-V with the def2-TZVPD basis set.

Positions of all 19 atoms, in Å:
S: 4.24435 1.27358 0.24116
O: -1.95727 0.25108 0.14807
N: 0.57166 0.73879 -1.32801
C: -1.05586 -0.77368 0.00329
C: 1.47604 1.24103 -0.26129
C: -0.01485 -0.58188 -1.05318
C: -2.60329 -0.28368 1.39369
C: 2.83098 0.51917 0.09985
H: -3.54684 0.31550 1.47092
H: 2.66942 -0.56157 -0.01065
H: -0.46671 -0.84787 1.02157
H: -1.85703 0.11375 2.20628
H: -0.42643 -0.79356 -2.23709
H: -1.46861 -1.84790 0.11689
H: 0.67352 1.35314 0.56571
H: 1.81114 2.25080 -0.38483
H: 1.36041 0.50491 -2.18505
H: -2.96081 -1.49024 1.11688
H: 0.72018 -1.38136 -0.92422

Output
structure (SMILES): COCCNCC=S
Kohn-Sham gap: 8.31 eV
spin multiplicity: 1
HOMO: -8.726 eV

---

We find 2 to be the most stable, with the next structure 86.7 kcal/mol higher.

---

1 | This record from the Open Molecules 2025 dataset describes one molecule with the formula C5H11NOS. The level of theory is ωB97M-V with the def2-TZVPD basis set.

Positions of all 19 atoms, in Å:
S: 3.12175 -0.01599 0.04836
O: -2.16938 -0.97085 0.22972
N: 0.22515 1.12807 -0.04268
C: -0.93231 -1.18050 -0.40188
C: 1.62715 -0.98390 -0.18978
C: 0.18063 0.51829 1.30367
C: 0.27444 -0.33803 0.09143
C: -1.02007 1.75366 -0.49020
H: 1.82288 -1.84000 0.47833
H: -0.71348 -2.28286 -0.31694
H: -0.81118 0.63392 1.81355
H: 2.90389 0.86563 -0.93054
H: -2.05891 -1.35526 1.12551
H: -1.09495 -0.92057 -1.47986
H: 1.06853 0.64179 1.87988
H: -1.24193 2.72418 -0.09263
H: 1.68765 -1.33132 -1.19315
H: -0.97186 1.85349 -1.54869
H: -1.89801 1.10025 -0.28409

Output
structure (SMILES): CN1C[C@]1(CO)CS
Kohn-Sham gap: 9.59 eV
spin multiplicity: 1
HOMO: -8.850 eV

---

2 | This record from the Open Molecules 2025 dataset describes C5H11NOS as an isolated structure. The level of theory is ωB97M-V with the def2-TZVPD basis set.

Positions of all 19 atoms, in Å:
S: -3.77653 0.19871 -0.41859
O: 1.87867 0.71927 1.25408
N: 1.57363 -0.12757 -1.11630
C: 2.28533 0.51300 0.05949
C: -0.41657 1.32840 -0.63506
C: -0.58017 -0.58072 0.91086
C: 0.50492 -1.43046 0.56917
C: 0.07884 -0.24592 -0.57782
H: 0.37897 -2.41098 -0.03319
H: -0.60141 -0.73984 -1.24940
H: 3.03573 1.29693 -0.29918
H: -4.74457 -0.72397 -0.08578
H: -1.71910 -0.76568 0.76104
H: -0.04693 1.76624 -1.54097
H: -1.55582 1.38207 -0.62475
H: 2.45972 -0.62298 -0.39445
H: 1.25484 -1.38686 1.34366
H: 0.16759 1.78671 0.20526
H: -0.17714 0.04363 1.87194

Output
Kohn-Sham gap: 4.27 eV
spin multiplicity: 1
HOMO: -6.385 eV

---

We find 1 to be the most stable, with the next structure 193.5 kcal/mol higher.

---

1 | This record from the Open Molecules 2025 dataset describes C43H48BrN5O3STa as an isolated structure. The level of theory is ωB97M-V with the def2-TZVPD basis set.

Positions of all 102 atoms, in Å:
Ta: 0.13480 0.64071 -0.06761
Br: 1.74710 -3.49059 -6.25651
S: 0.43410 3.13271 -1.44501
O: 3.92040 -0.01159 -0.74801
O: 0.94140 3.04431 -0.04851
O: 1.81620 0.63911 -0.89551
N: -1.44490 -0.56029 -0.99241
N: 0.85840 -1.44339 0.37639
N: -1.55740 1.73691 0.69289
N: 0.87270 0.96521 1.92499
N: -0.27890 1.88141 -1.78701
C: -2.73560 4.95751 2.18649
C: 5.10630 1.75351 2.86349
C: -3.13770 1.20481 -1.08991
C: 1.64500 -4.94469 -0.62911
C: -1.34290 -1.79659 -1.58241
C: -3.20540 -4.34029 -2.56741
C: -3.33940 3.19271 0.41089
C: -2.57790 0.01471 -1.51861
C: -2.58370 -3.19899 -3.37941
C: -0.39150 -2.74499 -1.25631
C: 2.09170 3.70961 4.13829
C: -1.81930 6.03381 1.59389
C: -2.57420 3.67811 1.43929
C: -2.69590 1.98911 -0.04021
C: 1.63530 -3.57019 -0.05601
C: 2.11610 -4.95529 -2.08541
C: -2.39460 -1.97869 -2.54571
C: 0.69400 2.14111 2.60419
C: 2.07630 0.45781 2.34569
C: 2.87020 0.00871 -1.34891
C: 2.69720 1.36491 3.27639
C: 3.77770 -3.58359 1.35259
C: 1.17490 -1.40329 -4.41571
C: 3.62000 -1.57719 -3.10461
C: -4.39180 -0.55039 -3.30311
C: 0.62940 -2.58369 -0.33991
C: 1.32280 3.87781 5.45109
C: 1.84110 2.42361 3.42539
C: -5.66520 -1.02509 -2.59651
C: 2.63160 -0.71819 -2.63151
C: -3.16320 -0.84459 -2.51031
C: 2.00990 -1.67019 1.08599
C: -4.61530 3.74991 -0.12691
C: 3.37780 -2.37389 -4.20461
C: 2.58340 -0.77519 1.97189
C: -1.47440 2.76511 1.60329
C: -0.42470 2.94821 2.48799
C: 2.52690 -2.98549 0.80069
C: 4.06360 1.21241 3.84949
C: 3.51510 -4.36649 2.64349
C: 1.41950 -0.60819 -3.31421
C: 2.14330 -2.30589 -4.83231
C: -5.83080 3.12301 0.56669
H: -0.45230 3.82101 3.12129
H: -3.77040 5.29381 2.12479
H: 3.51480 -1.07879 2.42499
H: -1.62140 -3.52089 -3.78431
H: -5.59310 -2.08099 -2.35141
H: 1.50800 -4.29149 -2.69551
H: 4.19530 -4.25939 0.60489
H: 3.21640 -3.69889 3.44789
H: -2.64060 -4.52289 -1.65691
H: -6.74540 3.57211 0.18629
H: 2.30090 -5.58619 -0.04141
H: 5.07180 1.19521 1.93089
H: -0.45940 -3.70049 -1.74701
H: -0.78720 5.69281 1.57219
H: -5.86320 2.05091 0.38589
H: 4.51850 -2.80449 1.53889
H: 0.26050 3.68611 5.32099
H: -4.46380 0.52151 -3.49311
H: 3.15940 3.78911 4.34459
H: 0.63600 -5.35799 -0.56981
H: 4.28130 0.16421 4.06349
H: 0.67630 0.11501 -2.99951
H: 4.56680 -1.61749 -2.58921
H: 3.14900 -4.62399 -2.15241
H: -4.31320 -1.05739 -4.26591
H: -5.82900 -0.46969 -1.67631
H: -3.24000 -2.96949 -4.21971
H: 4.12620 1.76691 4.78619
H: 1.45290 4.89421 5.81609
H: 1.70050 3.19331 6.20599
H: -1.87430 6.94421 2.18329
H: -4.68360 3.56711 -1.20091
H: -4.22510 -4.09269 -2.28461
H: -4.63520 4.82951 0.02669
H: -3.22280 -5.25299 -3.15711
H: 1.82740 4.52001 3.45479
H: 4.41310 -4.89809 2.94759
H: 2.72240 -5.09449 2.49069
H: -2.49610 4.80231 3.23939
H: -5.78620 3.28761 1.64099
H: -4.03180 1.52441 -1.60261
H: 6.10490 1.67591 3.28759
H: 2.05310 -5.96329 -2.48711
H: 4.12690 -3.06149 -4.55971
H: -6.51990 -0.88049 -3.25211
H: -2.12440 6.26661 0.57689
H: 4.90770 2.79891 2.63839
H: 0.23920 -1.32889 -4.94641

Output
Kohn-Sham gap: 5.78 eV
net charge: +1
spin multiplicity: 1
HOMO: -9.785 eV

---

2 | This record from the Open Molecules 2025 dataset describes C43H48BrN5O3STa as an isolated structure. The level of theory is ωB97M-V with the def2-TZVPD basis set.

Positions of all 102 atoms, in Å:
Ta: -0.16243 0.45083 -0.11296
Br: -6.58498 -5.19466 0.84987
S: -2.18287 2.49108 -1.27090
O: -1.85809 -0.19786 1.30054
O: -1.69266 -0.71001 -0.78744
O: -1.71956 1.82043 -2.48769
N: -1.58344 2.01833 0.00261
N: 0.59299 1.37636 1.65928
N: 0.46675 -1.29525 1.00176
N: 0.97031 1.98198 -1.08570
N: 0.74254 -0.65967 -1.74438
C: 0.46255 1.83478 5.38081
C: 0.14676 -3.36689 4.11480
C: 0.12486 -5.01799 1.36629
C: -3.73325 -2.61746 -0.65434
C: 0.22478 6.38701 -1.41230
C: 0.40580 -1.45868 2.37154
C: 0.71769 -3.83870 -3.74718
C: 1.43394 4.20310 -1.60422
C: -1.30321 -3.26700 4.60184
C: 0.50598 4.13244 -4.94987
C: 2.91909 -1.10479 -5.64808
C: 0.42031 -2.91091 -0.84233
C: 1.53254 3.49006 -2.76344
C: 1.25949 2.12399 -2.43085
C: 0.62419 -2.03178 -1.87678
C: 1.03688 -0.21676 -3.01190
C: 0.37148 -2.57757 0.49727
C: 0.28639 -2.83976 2.72283
C: 0.50375 0.90267 2.95342
C: 0.86967 4.52204 3.68667
C: -4.69908 -3.60072 -0.54538
C: -3.35334 -1.88774 0.47041
C: -0.74046 -4.26896 -3.94017
C: 0.95780 3.61541 0.75138
C: -0.99976 1.74140 5.82975
C: 1.07815 -1.30191 -3.95063
C: -4.90686 -3.12174 1.82141
C: 0.73972 2.74152 1.79569
C: 0.81996 -2.43631 -3.24052
C: -3.94314 -2.13930 1.70677
C: 1.27632 1.09698 -3.33920
C: 1.58337 5.67734 -1.41281
C: 0.56758 1.97785 3.89693
C: 0.70482 3.12738 3.17360
C: 1.49261 -5.67808 1.16477
C: 1.40846 -1.17233 -5.40253
C: 0.23589 -3.53870 1.55052
C: -2.29483 -0.88269 0.34973
C: 0.42218 -0.42831 3.28567
C: 1.80396 3.98824 -4.14566
C: 2.34341 4.93009 3.78114
C: -5.27445 -3.84621 0.69359
C: 1.09936 3.26694 -0.57119
H: -1.24496 -3.60999 -4.64729
H: 2.49108 3.31130 -4.65787
H: 0.40592 4.59387 4.67125
H: 3.36336 -0.25691 -5.12518
H: -3.63639 -1.56004 2.56783
H: -1.06655 1.63181 6.91176
H: 2.88203 4.27046 4.46200
H: 0.71678 4.47085 -5.96383
H: 0.80743 -2.82266 4.79236
H: -0.03270 3.18602 -5.00486
H: 3.40805 -2.00970 -5.28661
H: 1.07371 4.66079 0.99916
H: -3.26688 -2.40874 -1.60781
H: 2.11319 5.88075 -0.47975
H: -1.54916 2.63738 5.54039
H: -5.00693 -4.17368 -1.40848
H: 2.43890 5.95147 4.14810
H: 1.01385 0.95239 5.71199
H: -0.41875 6.00068 -0.62005
H: -1.96407 -3.84577 3.95464
H: -1.64642 -2.23092 4.58800
H: -0.28908 6.23307 -2.36120
H: 1.38681 -6.75326 1.02452
H: 3.13316 -1.00214 -6.71125
H: -1.40143 -3.64653 5.61851
H: -0.36463 -5.44859 2.24128
H: -0.79529 -5.28814 -4.32131
H: -1.28885 -4.22554 -2.99739
H: 0.47399 -4.40705 4.14230
H: 0.94075 2.68905 5.86116
H: 0.37436 -0.68325 4.33475
H: -0.15818 4.85787 -4.47990
H: 1.24939 -3.91500 -4.69635
H: 0.98734 -2.02326 -5.93951
H: -5.37603 -3.33027 2.77241
H: 1.22260 -4.52200 -3.06052
H: 2.31071 4.95216 -4.09047
H: 2.00173 -5.26687 0.29215
H: 2.13152 -5.50721 2.03141
H: -1.49760 0.88811 5.36664
H: 1.50264 1.33281 -4.36823
H: 2.20694 6.08158 -2.21083
H: 0.92378 -0.28364 -5.81268
H: 0.34885 7.45854 -1.26001
H: 2.83134 4.86900 2.80745
H: 0.32811 5.21985 3.04453
H: 0.34153 -3.95955 -1.09232
H: -0.52589 -5.23867 0.51668

Output
Kohn-Sham gap: 5.79 eV
net charge: +1
spin multiplicity: 1
HOMO: -9.688 eV

---

We find 2 to be the most stable, with the next structure 19.9 kcal/mol higher.